The following is a DFT calculation (ωB97M-V with the def2-TZVPD basis set) of a single C6H10FIO3 molecule.

Results
* relative energy (zero: lowest compared OMol25 entry of this formula, charge and spin): 0.0000 eV
* SMILES: COC[C@H](I)OCCC(=O)F
* maximum force: 4.3 eV/Å

Structure (ORCA input):
```
! wB97M-V def2-TZVPD RIJCOSX def2/J DEFGRID3
* xyz 0 1
I 2.2196 3.1452 -0.0509
F -3.4146 0.0601 -1.3779
O 1.9003 -0.3333 0.7126
O -2.4678 -1.8483 -1.1396
O -0.0266 1.5060 0.7551
C -1.6586 -0.2981 0.3773
C -1.3960 1.2339 0.4537
C 0.7866 1.5119 -0.3795
C 1.8768 -1.7534 0.7433
C 1.6349 0.1990 -0.5675
C -2.5323 -0.7624 -0.7793
H 0.2452 1.7925 -1.2937
H -2.0722 -0.6267 1.3429
H 2.5831 0.5146 -1.0300
H -0.7155 -0.8468 0.2793
H 2.1061 -2.2257 -0.2252
H -1.7075 1.7759 -0.4575
H 0.9074 -2.1451 1.1034
H 1.0524 -0.4850 -1.2109
H 2.6517 -2.0742 1.4576
H -1.9729 1.6600 1.2867
*
```

The following is a DFT calculation (ωB97M-V with the def2-TZVPD basis set) of a single C6H10FNO2 molecule.

Results
* relative energy (zero: lowest compared OMol25 entry of this formula, charge and spin): 2.5157 eV
* SMILES: C=CNC(=O)OC[C@H](C)F
* maximum force: 1.9 eV/Å

Structure (ORCA input):
```
! wB97M-V def2-TZVPD RIJCOSX def2/J DEFGRID3
* xyz 0 1
F -2.6160 -0.6678 -1.5981
O -0.2698 1.4336 -0.0141
O 0.6715 1.2932 2.0138
N 2.0731 1.3443 0.2207
C -2.5607 -0.7911 0.7416
C 2.3571 0.2442 -0.6467
C -0.7137 0.2002 -0.6065
C -2.2210 0.0585 -0.4743
C 2.8081 -0.9738 -0.2779
C 0.8068 1.3234 0.8050
H -2.3769 -1.8330 0.5074
H 2.2904 -1.8697 -0.5918
H 3.6992 -1.1112 0.3241
H -0.2117 -0.6348 -0.1282
H -1.8980 -0.4843 1.5486
H 2.7693 1.4600 0.9443
H -3.5879 -0.6360 1.0480
H 2.1661 0.4209 -1.6997
H -0.4564 0.2074 -1.6629
H -2.7294 1.0161 -0.4532
*
```

The following is a DFT calculation (ωB97M-V with the def2-TZVPD basis set) of 2 unconnected molecules or ions with the total composition C6H10FO2S.

Results
* relative energy (zero: lowest compared OMol25 entry of this formula, charge and spin): 0.4995 eV
* maximum force: 3.0 eV/Å

Structure (ORCA input):
```
! wB97M-V def2-TZVPD RIJCOSX def2/J DEFGRID3
* xyz -1 1
S -3.0346 0.7296 0.4057
F -2.1391 -0.9135 0.6364
O -3.5152 0.7236 -0.9752
O -4.2266 0.6048 1.2987
C 0.9649 2.0833 0.4488
C 0.4947 0.7096 0.1688
C 0.7500 -2.4691 -1.3449
C 1.2254 -1.6785 -0.0909
C 0.1863 2.9444 1.0290
C 1.3824 -0.2258 -0.2782
H -0.0413 -1.9182 -1.9254
H 0.4956 3.8277 1.4966
H -0.4621 0.5738 0.5750
H 0.5260 -1.7046 0.7763
H 2.1243 -2.2128 0.1421
H 1.9214 2.3179 0.0773
H 2.3694 0.1029 -0.5018
H 0.2967 -3.4207 -1.0914
H 1.5639 -2.8039 -2.0878
H -0.8823 2.7295 1.2410
*
```

| no. | HOMO level (eV) |
| --- | --- |
| 1 | -9.41 |
| 2 | -9.14 |
| 3 | -5.05 |